Entry 1:
A 2-piece molecular cluster, C7H17N2O2P overall in a non-equilibrium geometry, computed with wB97M-V/def2-TZVPD.

Computed properties:
Relative energy (zero: lowest compared OMol25 entry of this formula, charge and spin) in kcal/mol: 91.4
Orbital gap (spin up / spin down) in eV: 6.611 / 7.717

Geometry as XYZ:
```
29
Properties=species:S:1:pos:R:3:forces:R:3
C 2.092 -1.195 -0.146 1.7 -0.7 -0.6
C 0.837 -2.054 -0.348 1.0 3.6 -0.6
C 1.974 0.260 -0.499 0.6 1.0 -0.1
C -0.340 -1.300 0.256 -1.0 -0.9 -0.5
C 0.711 0.935 0.115 1.5 0.8 1.1
C 0.665 2.406 -0.385 -2.2 0.3 2.1
C 0.915 0.998 1.602 -0.4 -0.3 3.0
N -0.252 -0.011 -0.328 -2.7 2.1 0.0
N -3.241 -0.288 -1.482 1.8 1.0 0.2
O -3.250 -1.105 0.981 1.2 1.7 0.5
O -1.888 0.888 0.550 1.5 -0.1 -0.8
P -3.316 0.381 0.205 0.3 -1.6 -1.4
H 2.371 -1.214 0.872 0.7 -0.5 1.2
H 2.949 -1.552 -0.792 -0.8 -0.1 0.9
H 0.694 -1.955 -1.401 -0.4 -1.1 -1.0
H 0.914 -3.001 0.065 0.2 -1.9 0.4
H 2.935 0.894 -0.357 -1.6 -1.2 0.2
H 1.779 0.297 -1.531 0.0 0.2 -1.8
H -1.236 -1.763 -0.276 0.8 0.5 1.7
H -0.298 -1.337 1.366 -0.6 0.0 -0.7
H 1.601 2.872 -0.385 1.9 0.0 -0.2
H 0.140 3.120 0.343 0.1 -1.5 -0.8
H 0.210 2.571 -1.318 -0.6 -0.2 -1.4
H -0.006 1.407 2.226 2.1 -0.3 -1.5
H 1.926 1.429 1.846 -1.3 0.5 -0.2
H 1.090 0.010 2.065 -0.4 0.0 -0.4
H -2.175 -0.350 -1.792 -3.0 0.5 0.6
H -3.830 0.267 -2.147 1.1 -0.6 0.8
H -3.972 -1.610 0.697 -1.7 -1.4 -0.6
```
Positions in Å, forces in eV/Å.



Entry 2:
A 2-piece molecular cluster, C7H17N2O3 overall in a non-equilibrium geometry, computed with wB97M-V/def2-TZVPD.

Computed properties:
Relative energy (zero: lowest compared OMol25 entry of this formula, charge and spin) in kcal/mol: 14.0
Total charge: +1
Orbital gap in eV: 9.531

Geometry as XYZ:
```
29
Properties=species:S:1:pos:R:3:forces:R:3
C 0.674 -1.912 3.037 1.0 -0.3 0.0
C 1.576 -1.647 2.130 0.4 -0.5 0.1
C -3.517 -1.179 -0.510 0.1 3.1 0.4
C 0.842 1.514 -0.419 0.2 -3.3 -2.4
C -2.617 -0.138 -1.270 -0.3 -2.3 2.7
C -0.423 -0.446 -0.257 -0.6 0.6 0.2
C 2.250 1.895 -0.065 0.0 -1.1 -2.8
N 0.525 0.346 0.432 0.4 1.4 -0.5
N 3.181 0.696 -0.273 -1.7 -2.5 -1.1
O 2.376 -1.418 1.306 -0.2 -0.5 0.9
O 2.792 2.855 -0.873 0.2 2.0 1.8
O -1.591 0.294 -0.341 -0.6 0.5 -1.2
H 0.767 -2.500 3.934 0.8 0.0 0.0
H -0.329 -1.740 2.829 -1.6 0.7 -0.7
H -2.896 -1.832 0.021 0.9 -0.9 1.2
H -4.253 -0.620 0.186 0.9 -1.4 -1.4
H -3.836 -1.741 -1.326 -2.0 -1.1 -0.9
H 0.094 2.232 -0.373 -0.8 2.1 0.5
H 0.688 1.143 -1.564 0.9 0.8 2.4
H -3.266 0.691 -1.341 -0.1 1.2 -1.2
H -2.289 -0.692 -2.176 0.4 1.2 0.3
H -0.060 -0.725 -1.218 0.4 -0.2 -1.1
H -0.493 -1.319 0.301 -0.8 -2.0 1.1
H 2.222 1.989 0.978 0.7 1.4 1.5
H 3.948 0.677 0.403 -0.5 -0.5 0.4
H 3.680 0.730 -1.185 -0.7 0.1 0.5
H 0.098 0.655 1.320 0.3 -0.2 -0.5
H 2.481 -0.195 -0.272 2.2 2.0 0.8
H 2.985 2.506 -1.729 -0.2 -0.1 -1.0
```
Positions in Å, forces in eV/Å.



Entry 3:
An isolated ion of composition C7H17N2OS2 and charge +1 in a non-equilibrium geometry, computed with wB97M-V/def2-TZVPD.

Computed properties:
SMILES: C[NH+](C)CCC/C=N/OC(S)S
Relative energy (zero: lowest compared OMol25 entry of this formula, charge and spin) in kcal/mol: 10.4
Total charge: +1
Orbital gap in eV: 9.936

Geometry as XYZ:
```
29
Properties=species:S:1:pos:R:3:forces:R:3
C 0.672 1.686 -1.135 3.3 0.3 -1.8
N 1.138 0.377 -0.688 0.7 -2.6 -0.1
C 1.745 -0.603 -1.792 -4.3 2.2 2.0
C 2.048 0.597 0.418 -0.1 -0.9 2.4
C 1.199 0.858 1.730 1.8 0.0 0.5
C 0.745 -0.469 2.427 -0.8 1.9 -0.8
C -0.588 -0.937 1.900 0.3 -1.3 -0.1
N -1.055 -0.527 0.797 -0.8 -0.4 -0.3
O -2.281 -1.124 0.421 0.3 2.1 -1.8
C -2.912 -0.216 -0.773 0.9 -2.2 1.3
S -2.109 -0.617 -2.456 -1.1 -0.4 2.4
S -4.681 -0.513 -0.581 -0.1 1.8 0.2
H -0.311 1.806 -0.968 -3.6 0.3 0.3
H 1.206 2.496 -0.612 -0.2 -0.5 -0.2
H 0.942 1.726 -2.203 -0.5 0.4 0.4
H 0.398 -0.185 -0.146 -0.3 0.9 -1.6
H 0.869 -0.960 -2.306 0.0 -0.1 -0.5
H 2.436 -0.113 -2.353 1.9 1.4 -1.6
H 2.120 -1.304 -1.174 1.6 -2.7 1.4
H 2.768 -0.215 0.617 -0.8 -0.3 -0.2
H 2.694 1.367 0.141 0.8 1.7 -0.1
H 1.875 1.528 2.312 -0.6 -0.9 0.2
H 0.288 1.402 1.625 -0.4 0.9 -0.8
H 1.550 -1.129 2.233 0.4 -1.4 0.4
H 0.504 -0.369 3.479 0.8 0.2 0.4
H -1.063 -1.738 2.482 -0.2 0.4 -0.3
H -2.691 0.804 -0.454 -0.3 -0.1 -0.2
H -2.559 -1.848 -2.108 0.5 0.0 -0.9
H -4.949 -1.781 -0.834 0.8 -0.7 -0.4
```
Positions in Å, forces in eV/Å.



Entry 4:
A 4-piece molecular cluster, C7H17N3O8 overall in a non-equilibrium geometry, computed with wB97M-V/def2-TZVPD.

Computed properties:
SMILES: C[N+](=O)[O-].C[N+](=O)[O-].C[N+](=O)[O-].CCOC(C)=O
Relative energy (zero: lowest compared OMol25 entry of this formula, charge and spin) in kcal/mol: 14.4
Orbital gap in eV: 10.212

Geometry as XYZ:
```
35
Properties=species:S:1:pos:R:3:forces:R:3
C 16.691 17.865 -25.423 1.2 -0.6 0.5
N 16.123 16.723 -24.649 -1.6 0.8 1.3
O 16.207 16.764 -23.417 0.5 -0.1 -1.3
O 15.394 15.962 -25.247 0.5 -0.4 -0.1
H 17.719 17.974 -25.077 -0.1 0.1 0.1
H 16.125 18.737 -25.095 -0.1 -0.1 -0.5
H 16.719 17.580 -26.475 -0.5 0.4 0.2
C 16.388 13.568 -23.036 0.4 -0.5 1.0
N 17.376 13.402 -24.117 0.4 2.0 -2.5
O 18.048 14.429 -24.353 -0.6 -2.1 0.4
O 17.356 12.413 -24.854 0.1 0.9 1.5
H 16.398 12.631 -22.480 -0.5 0.0 -0.1
H 15.423 13.843 -23.463 0.2 -0.3 -0.2
H 16.734 14.377 -22.393 0.0 -0.1 -0.3
C 17.083 9.387 -26.536 0.6 0.0 -0.6
N 16.973 10.580 -27.442 -1.9 0.7 -0.9
O 17.951 11.048 -28.017 -1.3 -0.8 1.0
O 15.791 10.995 -27.550 2.5 -0.4 0.0
H 17.016 9.813 -25.535 0.2 -0.4 0.0
H 18.008 8.866 -26.785 0.2 0.4 0.4
H 16.276 8.686 -26.754 -0.2 0.5 0.1
C 11.299 8.835 -25.750 -0.7 1.0 -0.4
C 12.324 8.233 -24.854 -0.6 -1.5 -0.2
O 13.236 9.243 -24.513 0.5 0.6 0.3
C 14.193 8.905 -23.663 0.7 -3.1 1.1
C 14.987 10.014 -23.156 1.4 1.7 0.3
O 14.393 7.759 -23.216 -0.9 2.1 -1.4
H 11.727 9.207 -26.681 0.1 -0.3 -0.1
H 10.871 9.722 -25.282 0.0 0.1 0.2
H 10.432 8.206 -25.954 0.3 -0.4 -0.1
H 11.870 7.801 -23.962 0.0 0.2 0.2
H 12.841 7.395 -25.321 0.2 0.1 -0.1
H 15.494 10.698 -23.837 -0.5 -0.2 -0.9
H 15.848 9.628 -22.610 -0.6 -0.1 0.6
H 14.331 10.678 -22.594 0.1 -0.1 0.5
```
Positions in Å, forces in eV/Å.